Formula: C25H17Cl5IrN3O5
Source: the Open Molecules 2025 dataset
Level of theory: wB97M-V/def2-TZVPD

Last column: Mulliken charge in e.
Element x y z (Å)
Ir 0.25948 0.17757 0.67754  0.875
N -3.00286 0.11806 1.06769  0.100
C -2.43947 -1.13886 0.92382  0.697
C -3.28579 -2.20983 0.64279  -0.779
C -2.77028 -3.48374 0.58661  -0.484
C -1.40931 -3.67325 0.80605  -0.859
C -0.63427 -2.57037 1.04493  -0.189
N -1.13359 -1.31528 1.08650  0.288
C -2.41930 1.35209 1.27244  0.525
C -3.21236 2.49208 1.15828  -0.697
C -2.66055 3.72016 1.43320  -0.398
C -1.33274 3.79476 1.84379  -0.724
C -0.61367 2.63205 1.92826  -0.389
N -1.13600 1.42095 1.61403  0.059
H -3.98470 0.15632 0.86580  0.288
H -4.34456 -2.02856 0.49820  0.401
H -3.41969 -4.32528 0.38280  0.435
H -0.96908 -4.66032 0.80152  0.465
H 0.42863 -2.65438 1.23148  0.321
H -4.24658 2.39682 0.85193  0.364
H -3.25783 4.61891 1.33840  0.442
H -0.87127 4.73746 2.10082  0.457
H 0.41854 2.62002 2.25033  0.513
Cl 6.51134 -2.52926 0.08293  -0.217
C 5.02105 -1.97420 0.74971  0.220
C 4.88351 -1.82054 2.12741  0.341
Cl 6.19406 -2.20808 3.18161  -0.209
C 3.68261 -1.34410 2.64339  0.233
Cl 3.45018 -1.13210 4.34446  -0.220
C 2.62305 -1.00570 1.80684  0.828
O 1.45878 -0.52785 2.26021  -0.977
C 2.74314 -1.20438 0.44681  -0.933
O 1.67254 -0.95503 -0.30276  -0.176
C 3.94695 -1.66403 -0.07796  0.100
Cl 4.05675 -1.81691 -1.79838  -0.194
C -0.01499 -1.60682 -2.83320  -1.547
C -0.69714 -0.33750 -2.40333  1.662
C -2.08205 -0.25223 -2.30428  -0.430
C -2.69994 0.96754 -2.06114  -0.083
Cl -4.44942 1.05809 -2.02658  -0.219
C -1.95294 2.11067 -1.87310  -0.815
C -0.56256 2.03351 -1.90057  -0.197
C 0.07433 0.82273 -2.17926  -0.046
O 1.39374 0.67539 -2.37493  -0.416
C 2.33886 1.69111 -2.00193  -0.594
C 2.56751 1.83097 -0.48918  0.460
O 3.68597 2.08717 -0.10631  -0.663
O 1.46467 1.73693 0.22963  -0.487
H -0.73371 -2.42407 -2.92056  0.406
H 0.76731 -1.87775 -2.12218  0.065
H 0.47014 -1.45358 -3.80107  0.344
H -2.68403 -1.14198 -2.45359  0.476
H -2.43943 3.06368 -1.71284  0.530
H 0.01342 2.93160 -1.72635  0.251
H 2.04764 2.68052 -2.36976  0.393
H 3.28583 1.40881 -2.44100  0.402

Properties
gap between HOMO and LUMO (alpha / beta) = 6.172 / 6.172 eV
total energy = -106360.5420 eV
strongest force on any atom = 2.956 eV Å⁻¹
HOMO level (alpha / beta) = -7.170 / -7.170 eV
total charge = 0
molecular weight = 808.91 g/mol

---

Formula: C9H13N2
Source: the Open Molecules 2025 dataset
Level of theory: wB97M-V/def2-TZVPD

Last column: Mulliken charge in e.
Element x y z (Å)
C 1.18346 1.96411 -0.49365  0.560
C 0.08402 1.43479 0.00243  0.040
C -0.07984 2.80182 -0.58593  -0.638
C -0.88227 -1.19104 -1.52618  -0.448
C -0.75082 -0.17499 1.88361  -0.317
C 0.05622 -0.88618 0.76953  -0.426
C -0.81431 -1.72703 -0.12039  0.662
C 2.67122 2.01931 -0.58106  -1.235
C -1.35373 -3.02191 0.44681  -1.328
N -1.67689 -0.59031 -0.53061  -0.333
N -0.56626 0.38503 0.55670  0.347
H -0.10053 3.59912 0.17193  0.199
H -0.50148 3.05999 -1.55942  0.245
H -0.24472 -0.44768 -1.98908  0.300
H -1.46837 -1.87658 -2.12470  0.305
H -1.71118 -0.68640 2.14528  0.221
H -0.27527 0.30094 2.68896  0.351
H 1.16014 -1.01972 0.80454  0.377
H 3.24592 2.82257 -1.24519  0.308
H 3.12052 1.21329 -0.93479  0.429
H 3.08040 2.01048 0.42799  0.300
H -2.10536 -2.77319 1.13377  0.352
H -0.52743 -3.48071 1.01889  0.353
H -1.54343 -3.73570 -0.35946  0.376

Properties
gap between HOMO and LUMO = 8.213 eV
total energy = -12509.1438 eV
strongest force on any atom = 4.884 eV Å⁻¹
HOMO level = -13.198 eV
ΔE to the lowest compared entry with this formula, charge and spin = 817.8 kJ/mol
total charge = +1
molecular weight = 149.22 g/mol

---

Formula: C3H8N2OS
Source: the Open Molecules 2025 dataset
Level of theory: wB97M-V/def2-TZVPD

Last column: Mulliken charge in e.
Element x y z (Å)
N -1.26783 1.58180 0.24087  -0.474
C -0.98395 0.31298 -0.31637  0.230
O -1.86422 -0.28574 -0.88319  -0.599
C 0.55333 0.12660 -0.54792  0.360
N 0.70630 -0.73885 -1.73519  -0.665
C 1.21091 -0.52143 0.71936  -0.715
S 0.19353 -1.25322 2.00725  -0.164
H -2.21113 1.93964 0.19227  0.282
H -1.14048 1.53715 1.25552  0.238
H 0.94719 1.10364 -0.79427  0.272
H 0.93755 -1.67979 -1.48301  0.219
H -0.16582 -0.64579 -2.22817  0.273
H 1.73598 -1.33642 0.21814  0.344
H 2.02295 0.11442 1.08628  0.333
H -0.67432 -0.25500 2.26844  0.068

Properties
gap between HOMO and LUMO = 10.148 eV
total energy = -19103.0637 eV
strongest force on any atom = 2.589 eV Å⁻¹
structure (SMILES) = NC(=O)[C@H](N)CS
HOMO level = -9.522 eV
ΔE to the lowest compared entry with this formula, charge and spin = 138.8 kJ/mol
total charge = 0
molecular weight = 120.18 g/mol

---

Repeat the third record exactly.
Formula: C3H8N2OS
Source: the Open Molecules 2025 dataset
Level of theory: wB97M-V/def2-TZVPD

Last column: Mulliken charge in e.
Element x y z (Å)
N -1.26783 1.58180 0.24087  -0.474
C -0.98395 0.31298 -0.31637  0.230
O -1.86422 -0.28574 -0.88319  -0.599
C 0.55333 0.12660 -0.54792  0.360
N 0.70630 -0.73885 -1.73519  -0.665
C 1.21091 -0.52143 0.71936  -0.715
S 0.19353 -1.25322 2.00725  -0.164
H -2.21113 1.93964 0.19227  0.282
H -1.14048 1.53715 1.25552  0.238
H 0.94719 1.10364 -0.79427  0.272
H 0.93755 -1.67979 -1.48301  0.219
H -0.16582 -0.64579 -2.22817  0.273
H 1.73598 -1.33642 0.21814  0.344
H 2.02295 0.11442 1.08628  0.333
H -0.67432 -0.25500 2.26844  0.068

Properties
gap between HOMO and LUMO = 10.148 eV
total energy = -19103.0637 eV
strongest force on any atom = 2.589 eV Å⁻¹
structure (SMILES) = NC(=O)[C@H](N)CS
HOMO level = -9.522 eV
ΔE to the lowest compared entry with this formula, charge and spin = 138.8 kJ/mol
total charge = 0
molecular weight = 120.18 g/mol